Here is the molecule C5H14N2O in a non-equilibrium geometry from the Open Molecules 2025 dataset. Energies are from the ωB97M-V functional and the def2-TZVPD basis.

Results
Kohn-Sham gap (Ha): 0.308
Highest occupied orbital energy (eV): -7.4231
Max |F| (hartree/bohr): 0.126
SMILES: C[C@@H](N(C)C)N(C)O
Energy above the lowest of the compared OMol25 structures with the same formula, charge and spin (kcal per mole): 126.9

Positions of all 22 atoms, in Å:
C  0.09562  -0.33321  1.78318
C  0.40231  -0.31198  0.29747
N  -1.06589  -0.09537  -0.51243
C  -1.92021  1.02507  -0.23166
C  -1.62534  -1.12671  -1.32506
N  1.06941  0.83139  -0.14098
C  2.63037  0.41899  0.51720
O  1.18836  0.92385  -1.51568
H  0.89530  -0.82335  2.33417
H  -0.00757  0.68254  2.15733
H  -0.83724  -0.87052  1.93796
H  0.74716  -1.27493  -0.11106
H  -2.80402  0.71603  0.34896
H  -2.26954  1.48630  -1.16208
H  -1.37147  1.78231  0.32667
H  -2.51324  -1.57872  -0.85155
H  -1.92658  -0.70839  -2.29470
H  -0.90229  -1.92449  -1.51453
H  3.15958  -0.11842  -0.27390
H  3.05320  1.40340  0.69432
H  2.73746  -0.13772  1.44292
H  1.26462  0.03393  -1.90656



Here is a cluster of 2 separate species, C5H14N2O in total in a non-equilibrium geometry from the Open Molecules 2025 dataset. Energies are from the ωB97M-V functional and the def2-TZVPD basis.

Results
Kohn-Sham gap (Ha): 0.361
Highest occupied orbital energy (eV): -9.0936
Max |F| (hartree/bohr): 0.068
SMILES: C=NCC[C@H](C)N.O
Energy above the lowest of the compared OMol25 structures with the same formula, charge and spin (kcal per mole): 73.1

Positions of all 22 atoms, in Å:
C  0.01501  -2.99292  -1.65482
N  0.14759  -2.07170  -0.76396
C  -1.03262  -1.16445  -0.42123
C  -0.54041  0.03351  0.36622
C  0.65853  0.69654  -0.35771
C  1.26039  1.90964  0.47822
N  0.33829  0.87059  -1.82419
H  -0.97376  -3.25237  -2.05032
H  0.87024  -3.47464  -2.10701
H  -1.32766  -0.82498  -1.50001
H  -1.86220  -1.62529  0.06691
H  -1.39717  0.70908  0.29505
H  -0.33653  -0.27755  1.37697
H  1.50658  -0.10315  -0.45449
H  1.21163  1.74292  1.52036
H  2.29879  2.16938  0.31652
H  0.61904  2.80407  0.19269
H  0.48279  -0.01873  -2.28249
H  -0.64401  1.12955  -1.98105
O  -0.16324  1.51031  3.43129
H  -0.66701  1.58967  4.27718
H  -0.46428  0.64053  3.07588



Here is a cluster of 2 separate species, C5H14N2O in total in a non-equilibrium geometry from the Open Molecules 2025 dataset. Energies are from the ωB97M-V functional and the def2-TZVPD basis.

Results
Kohn-Sham gap (Ha): 0.331
Highest occupied orbital energy (eV): -8.0997
Max |F| (hartree/bohr): 0.059
SMILES: N/C=C\O.CN(C)C
Energy above the lowest of the compared OMol25 structures with the same formula, charge and spin (kcal per mole): 77.4

Positions of all 22 atoms, in Å:
N  -1.35354  -1.55011  -0.95912
C  -1.77189  -1.04990  0.28032
C  -2.32522  0.19880  0.37110
O  -2.84348  0.82293  -0.76409
H  -1.89346  -1.19522  -1.73741
H  -0.34073  -1.53491  -1.03251
H  -1.66227  -1.64092  1.17767
H  -2.80582  0.49002  1.29760
H  -3.80290  0.72472  -0.72941
C  1.06680  1.64917  -0.23460
N  0.93564  0.21129  -0.02851
C  1.12999  -0.14006  1.47192
C  1.98623  -0.46445  -0.78429
H  2.05209  2.02966  0.06872
H  0.31885  2.18028  0.35198
H  0.95966  1.87221  -1.29674
H  1.09688  -1.21473  1.62891
H  0.36642  0.36249  2.06000
H  2.10888  0.24072  1.79324
H  3.00113  -0.16702  -0.48738
H  1.84648  -0.28922  -1.85016
H  1.93027  -1.53577  -0.59725



Here is a structure of composition C5H14N2O from the Open Molecules 2025 dataset. Energies are from the ωB97M-V functional and the def2-TZVPD basis.

Results
Kohn-Sham gap (alpha / beta) (Ha): 0.315 / 0.325
Highest occupied orbital energy (alpha / beta) (eV): -9.3703 / -9.4978
Max |F| (hartree/bohr): 0.014
Energy above the lowest of the compared OMol25 structures with the same formula, charge and spin (kcal per mole): 140.5

Positions of all 22 atoms, in Å:
C  -1.17775  0.26328  -0.14161
C  -2.41687  1.04681  -0.58255
C  -0.49029  -0.39614  -1.34042
C  -1.53574  -0.77809  0.92217
H  -0.47285  0.97442  0.30557
H  -2.16091  1.81073  -1.32015
H  -3.15354  0.37748  -1.03587
H  0.39610  -0.95454  -1.03334
H  -1.17027  -1.09696  -1.83281
H  -0.18436  0.34660  -2.08067
H  -0.65195  -1.32802  1.25163
H  -1.98956  -0.31029  1.79858
H  -2.24934  -1.50415  0.52253
H  -2.89413  1.54319  0.26526
C  2.53717  1.18901  0.29411
O  3.69499  0.65852  0.47122
N  2.41621  -0.95278  1.32327
N  2.25894  -1.92213  0.67574
H  3.10025  -2.50596  0.52477
H  2.11173  1.18288  -0.72613
H  1.75609  0.26236  0.86701
H  2.27609  2.09381  0.87169



Here is a cluster of 2 separate species, C5H14N2O in total in a non-equilibrium geometry from the Open Molecules 2025 dataset. Energies are from the ωB97M-V functional and the def2-TZVPD basis.

Results
Kohn-Sham gap (alpha / beta) (Ha): 0.279 / 0.267
Highest occupied orbital energy (alpha / beta) (eV): -6.5850 / -6.3048
Max |F| (hartree/bohr): 0.038
Energy above the lowest of the compared OMol25 structures with the same formula, charge and spin (kcal per mole): 114.8

Positions of all 22 atoms, in Å:
C  -1.38129  0.19370  -0.14417
C  0.17315  1.45475  1.16848
C  1.53898  -0.22133  -1.05172
C  -2.10751  0.37633  -1.44021
C  -1.46606  -1.12909  0.54947
N  0.46866  0.56333  2.22844
N  2.65997  -0.75138  -0.28162
O  -0.90031  1.28818  0.38313
H  0.80236  1.03663  3.05463
H  1.11719  -0.16743  1.94446
H  3.44279  -0.10721  -0.31779
H  2.97476  -1.63962  -0.65973
H  0.33306  2.50820  1.35385
H  1.17011  0.69182  -0.42447
H  1.78986  0.05678  -2.08562
H  0.77376  -0.99299  -1.11293
H  -3.16465  0.10876  -1.34811
H  -0.82653  -1.15873  1.42517
H  -1.67608  -0.26165  -2.21825
H  -2.04363  1.41269  -1.76334
H  -2.49575  -1.32075  0.86510
H  -1.18283  -1.94098  -0.12475



Here is a cluster of 3 separate species, C5H14N2O in total from the Open Molecules 2025 dataset. Energies are from the ωB97M-V functional and the def2-TZVPD basis.

Results
Kohn-Sham gap (alpha / beta) (Ha): 0.273 / 0.238
Highest occupied orbital energy (alpha / beta) (eV): -6.9200 / -6.1200
Max |F| (hartree/bohr): 0.004
Energy above the lowest of the compared OMol25 structures with the same formula, charge and spin (kcal per mole): 134.5

Positions of all 22 atoms, in Å:
C  0.41964  0.41875  -1.13335
C  -0.87400  -0.57706  0.76343
C  0.42947  -0.95879  0.81182
C  1.87357  0.75624  -0.94030
C  -1.45747  0.50829  1.59133
N  0.18835  -0.52071  -2.16191
N  -0.39477  1.56199  -1.14878
O  -0.57276  -2.37409  2.13138
H  -0.53016  -2.04571  3.04084
H  -1.53541  -1.10916  0.09017
H  0.70829  -1.38142  -2.05030
H  -0.78779  -0.73589  -2.31850
H  -1.32549  1.42266  -1.51633
H  0.03980  2.37727  -1.57029
H  1.12077  -0.47521  1.48708
H  0.79751  -1.79173  0.23566
H  2.01339  1.35832  -0.04396
H  2.23227  1.33027  -1.80777
H  2.49074  -0.13722  -0.85768
H  -2.39772  0.17679  2.03350
H  -1.65854  1.38956  0.97171
H  -0.77970  0.80684  2.39223



Here is a structure of composition C5H14N2O in a non-equilibrium geometry from the Open Molecules 2025 dataset. Energies are from the ωB97M-V functional and the def2-TZVPD basis.

Results
Kohn-Sham gap (Ha): 0.313
Highest occupied orbital energy (eV): -7.6321
Max |F| (hartree/bohr): 0.069
Energy above the lowest of the compared OMol25 structures with the same formula, charge and spin (kcal per mole): 70.1

Positions of all 22 atoms, in Å:
C  2.09137  0.00534  0.20404
C  -0.29622  -0.53719  -0.63779
C  -0.51669  -1.84335  0.09810
N  2.71232  -1.06021  -0.39699
O  2.21000  1.16334  -0.23829
H  0.80371  2.03161  -0.21302
H  1.79320  -0.20225  1.24560
H  2.98712  -1.85391  0.15628
H  3.20801  -0.85989  -1.25345
H  -1.15079  -0.33993  -1.29182
H  0.46778  -0.58304  -1.41068
H  0.34810  -2.14097  0.68988
H  -1.34664  -1.78727  0.80799
H  -0.74630  -2.67114  -0.57639
C  -2.33213  1.04987  0.50590
C  -0.82997  1.04230  0.40525
N  -0.24742  2.17811  -0.09366
H  -0.68384  2.52806  -0.93869
H  -0.34180  0.72366  1.32515
H  -2.77804  1.44179  -0.40809
H  -2.70838  0.04264  0.67393
H  -2.64336  1.67245  1.34678



Here is a structure of composition C5H14N2O in a non-equilibrium geometry from the Open Molecules 2025 dataset. Energies are from the ωB97M-V functional and the def2-TZVPD basis.

Results
Kohn-Sham gap (Ha): 0.218
Highest occupied orbital energy (eV): -7.3116
Max |F| (hartree/bohr): 0.025
Energy above the lowest of the compared OMol25 structures with the same formula, charge and spin (kcal per mole): 155.0

Positions of all 22 atoms, in Å:
C  1.61184  0.60298  -0.46513
O  0.29999  0.55772  -0.04414
C  1.86101  -0.36253  -1.63116
N  3.23620  -0.24447  -2.10369
H  1.90668  1.62254  -0.77346
H  2.32205  0.30835  0.32955
H  1.64675  -1.36500  -1.25666
H  1.10010  -0.12663  -2.39240
H  3.44626  -0.90128  -2.84260
H  3.40111  0.69210  -2.44644
C  -1.23789  -0.51756  2.54284
C  -1.98703  -0.49434  1.19457
C  -2.26625  0.56307  -0.40435
N  -2.01935  1.02639  0.83128
H  -0.32989  0.07485  2.46207
H  -1.86380  -0.07518  3.31835
H  -0.96804  -1.52689  2.84561
H  -1.36110  -1.13496  0.56062
H  -3.00656  -0.85576  1.30505
H  -1.49155  0.18258  -1.06721
H  -3.29820  0.66290  -0.75558
H  -1.00233  1.31112  0.79289



Which of these has the highest max |F|?
number 1